[1]
# C31H27Br4FeN4O6

A molecular structure, C31H27Br4FeN4O6 (ωB97M-V with the def2-TZVPD basis set, the Open Molecules 2025 dataset).

Positions of all 73 atoms, in Å:
1 Fe 0.6005 -0.3883 0.5794
2 Br -2.0147 -7.0147 1.5678
3 C -1.1369 -5.3650 1.7802
4 C -0.3646 -5.1046 2.9488
5 Br -0.2210 -6.4295 4.2759
6 C 0.2743 -3.8931 3.1132
7 Br 1.2910 -3.5004 4.6508
8 C 0.1823 -2.8813 2.1311
9 O 0.7173 -1.7449 2.2218
10 C -0.5977 -3.1528 0.9201
11 O -0.6591 -2.2438 0.0581
12 C -1.2441 -4.4068 0.7984
13 Br -2.2588 -4.6666 -0.7691
14 O 3.6817 3.8183 3.4195
15 C 2.4443 3.9100 3.8506
16 O 2.0990 4.6818 4.7137
17 C 1.4415 3.0117 3.2087
18 C 0.1078 2.9905 3.5605
19 N -0.4896 2.0783 2.7813
20 N 0.3710 1.4966 1.9412
21 C 1.5529 2.0371 2.1936
22 C 2.7293 1.5413 1.3892
23 O 3.8341 2.0581 1.5680
24 O 2.4485 0.6136 0.5711
25 H 3.7759 3.1820 2.6500
26 H -0.4182 3.5704 4.2999
27 H -1.4660 1.8288 2.7512
28 C -3.3167 -0.9047 1.2717
29 C -3.2257 0.5918 1.1912
30 C -4.0713 1.3714 1.9751
31 C -4.0203 2.7546 1.9395
32 C -3.1078 3.3815 1.1066
33 C -2.2445 2.6410 0.3107
34 C -1.2421 3.3254 -0.5790
35 C -2.3042 1.2412 0.3559
36 N -1.3418 0.5288 -0.4032
37 C -1.4887 0.2792 -1.6413
38 C -2.7448 0.5735 -2.4076
39 C -0.3166 -0.2821 -2.3841
40 C -0.4383 -0.5196 -3.8603
41 N 0.7498 -0.4890 -1.7306
42 C 1.9980 -0.7887 -2.3345
43 C 2.7554 0.2972 -2.7939
44 C 2.2207 1.6968 -2.6577
45 C 4.0080 0.0599 -3.3367
46 C 4.5122 -1.2257 -3.4258
47 C 3.7588 -2.2900 -2.9640
48 C 2.4993 -2.0960 -2.4093
49 C 1.7185 -3.2754 -1.9037
50 H -4.3019 -1.2074 1.6239
51 H -2.5730 -1.2838 1.9769
52 H -3.1238 -1.3790 0.3130
53 H -4.7887 0.8711 2.6143
54 H -4.6899 3.3396 2.5564
55 H -3.0620 4.4631 1.0710
56 H -1.1371 4.3724 -0.3015
57 H -1.5593 3.2890 -1.6253
58 H -0.2661 2.8410 -0.5111
59 H -3.4675 1.0851 -1.7776
60 H -3.1883 -0.3616 -2.7567
61 H -2.5369 1.1876 -3.2839
62 H -1.2737 -1.1914 -4.0635
63 H 0.4768 -0.9685 -4.2391
64 H -0.6217 0.4132 -4.3963
65 H 1.8445 1.8563 -1.6449
66 H 1.4025 1.8839 -3.3594
67 H 3.0043 2.4261 -2.8520
68 H 4.6001 0.8985 -3.6818
69 H 5.4936 -1.3979 -3.8482
70 H 4.1492 -3.2982 -3.0302
71 H 2.0220 -4.1885 -2.4139
72 H 0.6479 -3.1397 -2.0294
73 H 1.9102 -3.4088 -0.8349

Summary:
Relative energy (zero: lowest compared OMol25 entry of this formula, charge and spin) ... 0.0 kcal/mol
2S+1 ... 6

[2]
# C31H27CsN5O4S

A molecular structure, C31H27CsN5O4S (ωB97M-V with the def2-TZVPD basis set, the Open Molecules 2025 dataset).

Positions of all 69 atoms, in Å:
1 Cs -1.0566 -0.4573 -1.1274
2 O -1.2610 -0.0711 4.2200
3 C -2.0359 -0.3790 3.1611
4 O -2.2285 -1.5151 2.8146
5 C -2.6241 0.8238 2.4918
6 C -3.0102 1.9162 3.2542
7 C -3.6254 2.9745 2.5990
8 C -3.7747 2.8957 1.2301
9 C -3.3368 1.7649 0.5336
10 N -2.7973 0.7270 1.1753
11 C -3.4877 1.7746 -1.0156
12 O -3.5335 2.9162 -1.5052
13 O -3.5055 0.6610 -1.5779
14 H -0.8555 -0.9003 4.5275
15 H -2.8295 1.9173 4.3197
16 H -3.9672 3.8450 3.1442
17 H -4.2054 3.7006 0.6514
18 C -2.2070 -3.6065 0.4985
19 C -1.3970 -4.1558 -0.4848
20 C -1.7319 -4.0081 -1.8262
21 C -2.8868 -3.3229 -2.1774
22 C -3.6940 -2.7636 -1.1931
23 C -3.3504 -2.9006 0.1434
24 H -1.9341 -3.6775 1.5431
25 H -0.4786 -4.6633 -0.2155
26 H -1.0533 -4.3687 -2.5888
27 H -3.1144 -3.1580 -3.2236
28 H -4.5386 -2.1500 -1.4781
29 H -3.9368 -2.4171 0.9127
30 C 2.0902 -0.1723 1.8225
31 N 1.7781 -0.6464 0.5000
32 C 2.7560 -1.0498 -0.2290
33 C 2.6862 -1.5468 -1.5649
34 C 3.8018 -1.8914 -2.3569
35 C 3.2806 -2.2843 -3.5886
36 C 1.8861 -2.1556 -3.4655
37 N 1.5185 -1.7156 -2.2557
38 C 1.6442 -1.1112 2.9267
39 C 0.7982 -2.1814 2.6827
40 C 0.3259 -2.9599 3.7357
41 C 0.6969 -2.6810 5.0408
42 C 1.5649 -1.6191 5.2915
43 C 2.0335 -0.8484 4.2425
44 H 1.5487 0.7669 1.9934
45 H 3.1599 0.0592 1.9570
46 H 3.7838 -0.9919 0.1701
47 H 4.8397 -1.8542 -2.0561
48 H 3.8290 -2.6202 -4.4568
49 H 1.1369 -2.3633 -4.2210
50 H 0.4925 -2.3904 1.6654
51 H -0.3545 -3.7755 3.5244
52 H 0.3237 -3.2880 5.8564
53 H 1.8741 -1.3959 6.3056
54 H 2.6995 -0.0155 4.4421
55 N 3.9172 5.4199 -3.4525
56 C 2.6689 5.2961 -3.9338
57 S 2.0944 6.3239 -5.0808
58 C 1.8666 4.1855 -3.3421
59 C 0.4870 4.1431 -3.5185
60 C -0.2387 3.1035 -2.9551
61 N 0.3283 2.1408 -2.2316
62 C 1.6431 2.1707 -2.0650
63 C 2.4540 3.1620 -2.6002
64 H 4.5125 6.1464 -3.8069
65 H 4.2521 4.8402 -2.7036
66 H -0.0042 4.9164 -4.0906
67 H -1.3179 3.0582 -3.0663
68 H 2.0819 1.3634 -1.4860
69 H 3.5183 3.0603 -2.4360

Summary:
Net charge ... -1
Electronic energy ... -59612.90184 eV

[3]
# C31H27N2OP

2 unconnected molecules or ions with the total composition C31H27N2OP in a non-equilibrium geometry (ωB97M-V with the def2-TZVPD basis set, the Open Molecules 2025 dataset).

Positions of all 62 atoms, in Å:
1 C -7.5474 0.2599 -0.4157
2 C -6.8980 1.4809 -0.2101
3 C -5.4988 1.5559 -0.2479
4 C -4.7328 0.4004 -0.4584
5 P -2.8970 0.4204 -0.5553
6 C -2.6291 1.7766 -1.7622
7 C -1.9885 2.9686 -1.4057
8 C -1.7719 3.9678 -2.3657
9 C -2.1672 3.7720 -3.6926
10 C -2.7913 2.5731 -4.0549
11 C -3.0198 1.5817 -3.0961
12 C -2.1882 0.8687 0.9907
13 C -1.2528 0.1271 1.6878
14 N -0.4773 -0.4170 2.3898
15 O -2.4202 -0.8807 -1.1219
16 C -5.3916 -0.8174 -0.6756
17 C -6.7863 -0.8869 -0.6611
18 H -8.6363 0.1992 -0.3988
19 H -7.4845 2.3830 -0.0354
20 H -5.0096 2.5217 -0.1281
21 H -1.6666 3.1146 -0.3757
22 H -1.2978 4.9048 -2.0712
23 H -1.9948 4.5469 -4.4412
24 H -3.1099 2.4109 -5.0855
25 H -3.5090 0.6516 -3.3864
26 H -2.6085 1.7427 1.4982
27 H -4.8025 -1.7092 -0.8846
28 H -7.2761 -1.8413 -0.8523
29 C 2.3546 -4.3612 -1.6253
30 C 2.7641 -2.9633 -1.4435
31 N 3.2324 -2.2339 -2.4807
32 C 3.5679 -0.9391 -2.0764
33 C 3.3027 -0.8528 -0.6913
34 C 3.5001 0.3668 -0.0509
35 C 3.9924 1.4593 -0.7907
36 C 4.1882 1.3631 -2.1841
37 C 3.9596 0.1459 -2.8477
38 C 2.7891 -2.1623 -0.2639
39 C 2.3303 -2.5228 0.9992
40 C 2.7013 -1.9006 2.2286
41 C 4.0001 -1.3796 2.4884
42 C 4.2656 -0.6779 3.6574
43 C 3.2522 -0.4683 4.6020
44 C 3.4811 0.4225 5.7777
45 C 2.0034 -1.0776 4.4207
46 C 1.7495 -1.8079 3.2777
47 H 2.1657 -4.8185 -0.6512
48 H 1.4331 -4.4059 -2.2240
49 H 3.1200 -4.9490 -2.1544
50 H 3.3075 -2.5872 -3.4291
51 H 3.2612 0.4441 1.0080
52 H 4.2141 2.4005 -0.2769
53 H 4.5246 2.2384 -2.7462
54 H 4.0780 0.0127 -3.9245
55 H 1.6438 -3.3685 1.0592
56 H 4.8011 -1.5682 1.7743
57 H 5.2556 -0.2513 3.8395
58 H 2.6059 0.4120 6.4315
59 H 4.3561 0.1188 6.3611
60 H 3.6482 1.4579 5.4584
61 H 1.2208 -0.9406 5.1699
62 H 0.7838 -2.2813 3.1231

Summary:
Relative energy (zero: lowest compared OMol25 entry of this formula, charge and spin) ... 59.9 kcal/mol